This record from OMol25 describes C91H210CrF8N15O22S2 as an isolated structure in a non-equilibrium geometry. The level of theory is ωB97M-V/def2-TZVPD.

Structure (XYZ):
```
349
Properties=species:S:1:pos:R:3
Cr -2.9902 -0.3349 -0.5360
F -2.2047 -2.2339 -0.3251
F -4.2787 1.2685 -0.6888
C 1.0669 -1.0267 -1.2557
F 0.4929 -0.9591 -2.4841
F 0.7173 -2.1786 -0.7053
F 2.4393 -0.9059 -1.4284
S 0.3970 0.4511 -0.2276
O 0.2728 -0.1542 1.0794
O 1.3714 1.5630 -0.2229
N -1.2732 0.6890 -0.9069
S -0.9768 1.9456 -1.8280
O 0.2394 2.0025 -2.5975
O -2.1999 2.0786 -2.6697
C -1.1551 3.4918 -0.6796
F -0.7825 4.6061 -1.3572
F -2.3767 3.7898 -0.2540
F -0.3389 3.3524 0.3576
C 4.9213 0.2317 2.7435
C 4.6362 -0.8507 3.8370
C 4.0593 -2.1088 3.1587
C 4.1109 -3.4581 3.9513
C 5.5536 -3.7016 4.2111
C 6.1893 -2.6163 5.1455
N 5.8595 -1.2110 4.5712
O 6.4496 -0.1430 5.3235
C 5.7207 -2.7726 6.6147
C 7.7064 -2.6890 4.9849
C 3.6678 -0.2962 4.9008
H 5.4079 -0.3116 1.9334
H 5.4828 1.1207 3.0306
H 3.9330 0.4421 2.3347
H 3.0125 -1.9921 2.8780
H 4.4417 -2.2162 2.1437
H 3.8235 -4.2429 3.2515
H 3.5875 -3.4264 4.9069
H 5.8413 -3.7989 3.1642
H 5.5569 -4.6942 4.6614
H 6.2857 -2.0257 7.1724
H 4.6822 -2.5503 6.8598
H 6.0359 -3.7588 6.9558
H 8.1191 -3.6548 5.2764
H 7.8255 -2.5229 3.9143
H 8.2444 -1.8862 5.4891
H 4.0697 0.4850 5.5461
H 3.2748 -1.0697 5.5607
H 2.7619 0.1722 4.5161
H 6.9134 0.3137 4.6179
C 5.8090 1.4308 -4.6137
C 7.1488 1.1656 -3.8156
C 7.8743 -0.2366 -3.9891
C 8.6000 -0.4486 -5.3020
C 9.6378 0.7247 -5.5060
C 9.0098 2.1436 -5.2537
N 8.1754 2.2327 -3.9996
O 7.8651 3.5795 -3.6184
C 10.2069 3.1745 -5.2135
C 8.2100 2.5069 -6.4376
C 6.7307 1.1503 -2.3495
H 5.0474 0.8415 -4.1029
H 5.8390 1.1066 -5.6539
H 5.5526 2.4828 -4.4881
H 8.6352 -0.4595 -3.2411
H 7.0666 -0.9684 -3.9776
H 7.9421 -0.6365 -6.1506
H 9.3015 -1.2566 -5.0946
H 9.8550 0.6319 -6.5701
H 10.6003 0.6397 -5.0014
H 10.9398 2.9654 -5.9928
H 9.9635 4.2367 -5.1888
H 10.5864 2.8639 -4.2401
H 7.5068 3.3397 -6.4457
H 8.9087 2.7364 -7.2422
H 7.6010 1.7339 -6.9063
H 5.8912 0.4924 -2.1245
H 6.3203 2.1327 -2.1161
H 7.4134 1.0572 -1.5049
H 6.9590 3.6885 -3.9165
C -4.2369 7.9172 6.9312
C -3.6082 8.3492 5.5795
C -2.0770 8.2082 5.5551
C -1.5514 6.7712 5.4474
C -2.1535 5.9773 4.2659
C -3.7090 6.1638 4.1273
N -4.0595 7.6248 4.4127
O -5.3903 7.8653 4.2653
C -4.1086 5.8303 2.6694
C -4.4373 5.2149 5.0595
C -4.0374 9.8090 5.3708
H -3.4170 7.7380 7.6267
H -4.9526 7.0960 6.9709
H -4.8566 8.6756 7.4097
H -1.7827 8.7510 4.6568
H -1.6180 8.7522 6.3805
H -1.7408 6.2161 6.3661
H -0.4918 6.8904 5.2212
H -1.8032 4.9474 4.3336
H -1.5756 6.2614 3.3865
H -4.1122 4.7931 2.3344
H -5.1136 6.1508 2.3950
H -3.5019 6.2686 1.8770
H -5.5185 5.3135 5.1559
H -4.3373 4.1810 4.7290
H -4.0099 5.3532 6.0526
H -3.8288 10.4364 6.2374
H -5.1131 9.9842 5.3517
H -3.5617 10.1397 4.4475
H -5.5533 8.1137 3.3524
C -4.6974 -6.1039 -1.9704
C -3.9341 -6.0861 -0.6308
C -4.3738 -7.4035 0.1076
C -3.7528 -8.6964 -0.3807
C -2.2357 -8.4855 -0.6742
C -1.6956 -7.2191 -1.4154
N -2.4581 -6.0585 -0.8579
O -2.1079 -4.8463 -1.3941
C -0.1597 -7.0553 -1.2103
C -2.0288 -7.3536 -2.9762
C -4.3678 -4.8756 0.2781
H -5.7649 -6.0970 -1.7502
H -4.5414 -7.0344 -2.5163
H -4.5126 -5.3077 -2.6915
H -4.0467 -7.1940 1.1260
H -5.4376 -7.5263 0.3113
H -4.4271 -9.1616 -1.0998
H -3.8343 -9.4012 0.4468
H -1.9076 -9.3329 -1.2760
H -1.7505 -8.4947 0.3018
H 0.4407 -7.8989 -1.5508
H 0.2083 -6.0865 -1.5483
H 0.2257 -6.8564 -0.2103
H -2.7823 -8.0343 -3.3723
H -2.2631 -6.3720 -3.3883
H -1.1254 -7.6862 -3.4874
H -4.2599 -3.8700 -0.1285
H -3.9088 -4.8756 1.2667
H -5.4518 -4.8970 0.3908
H -2.1504 -4.1849 -0.6997
C -0.7863 -4.1616 2.6681
C -0.7462 -5.4457 3.5239
C 0.5509 -5.3274 4.4589
C 0.5961 -6.3700 5.5798
C -0.6441 -6.0678 6.5111
C -2.0560 -6.1875 5.6470
N -1.9941 -5.4732 4.3174
O -3.1532 -5.4589 3.6874
C -2.2638 -7.7821 5.3192
C -3.2049 -5.5794 6.5633
C -0.5711 -6.5997 2.5113
H -1.5579 -4.0221 1.9109
H 0.1171 -4.2790 2.0697
H -0.7810 -3.2272 3.2292
H 1.4442 -5.4357 3.8437
H 0.7870 -4.3666 4.9162
H 1.4343 -6.3170 6.2745
H 0.5269 -7.3711 5.1544
H -0.7886 -5.0169 6.7618
H -0.7207 -6.7735 7.3384
H -1.5879 -8.2257 4.5882
H -2.3183 -8.4035 6.2131
H -3.2921 -7.8884 4.9737
H -2.9898 -5.7923 7.6104
H -3.1101 -4.4970 6.6500
H -4.1645 -5.6197 6.0479
H -1.4632 -6.6044 1.8850
H -0.5196 -7.5439 3.0534
H 0.3906 -6.3500 2.0631
H -3.4333 -4.5411 3.6568
C -1.9805 11.7114 0.7862
O -0.8452 11.2488 0.0538
C -1.0852 10.5262 -1.1677
C 0.2220 9.7055 -1.4218
N 0.1151 9.0245 -2.7388
C -0.4298 7.6781 -2.6118
C -0.5491 6.9367 -3.8738
O 0.3247 5.8831 -3.9425
C 0.3732 5.4948 -5.3470
H -1.6731 12.5885 1.3558
H -2.3029 10.9542 1.5009
H -2.9455 11.8267 0.2927
H -1.2493 11.2492 -1.9667
H -1.9056 9.8239 -1.0199
H 0.2418 9.0547 -0.5476
H 1.1831 10.1970 -1.2707
H 1.0677 8.9391 -3.0635
H -1.4177 7.7608 -2.1587
H 0.0722 7.1440 -1.8050
H -0.5069 7.6648 -4.6838
H -1.5475 6.5198 -4.0063
H 0.8234 6.1714 -6.0734
H -0.6663 5.4638 -5.6735
H 0.6020 4.4655 -5.6233
C 6.5799 -3.7700 -1.4543
O 5.5788 -4.7377 -1.7639
C 4.2027 -4.4023 -1.4902
C 3.8789 -4.3979 0.0340
N 3.2220 -5.6350 0.4935
C 4.1778 -6.7458 0.4504
C 3.9029 -7.8540 1.5641
O 5.0871 -8.7441 1.6866
C 5.7264 -9.4259 0.6056
H 6.8528 -3.8843 -0.4052
H 6.1264 -2.7948 -1.6315
H 7.5058 -3.8864 -2.0176
H 3.6293 -5.1548 -2.0315
H 4.0559 -3.4810 -2.0539
H 3.3282 -3.4770 0.2262
H 4.7318 -4.1180 0.6523
H 3.1254 -5.4545 1.4826
H 5.1648 -6.3043 0.5884
H 4.2979 -7.1194 -0.5665
H 3.1373 -8.5560 1.2339
H 3.6817 -7.3994 2.5298
H 6.3998 -10.2142 0.9422
H 6.3087 -8.6774 0.0682
H 5.0175 -9.8488 -0.1062
C -6.0584 -2.8080 2.8851
O -4.8538 -2.1756 2.4769
C -4.1727 -1.2630 3.2297
C -2.8061 -0.9617 2.6373
N -2.7858 0.1630 1.6507
C -3.1965 1.4082 2.3424
C -2.2927 1.7842 3.5201
O -0.9644 1.8058 3.0379
C 0.0340 2.1756 3.9062
H -5.8254 -3.4174 3.7583
H -6.3413 -3.4349 2.0394
H -6.7862 -2.0441 3.1584
H -3.9738 -1.6505 4.2289
H -4.8829 -0.4457 3.3557
H -2.4876 -1.8781 2.1405
H -2.0095 -0.9239 3.3804
H -1.7831 0.2352 1.5532
H -4.2267 1.3895 2.6978
H -3.1504 2.2338 1.6322
H -2.4582 0.9725 4.2286
H -2.7924 2.5889 4.0594
H -0.0291 1.6190 4.8412
H 0.0918 3.2155 4.2277
H 1.0755 2.1002 3.5939
C 4.7884 3.4956 -0.2034
O 5.5000 3.5637 1.0439
C 6.8373 3.2243 0.9075
C 7.4905 4.0156 2.0737
N 8.8581 4.4092 1.6586
C 9.5870 4.8818 2.8122
C 9.0401 6.2046 3.4440
O 9.8171 6.4201 4.5504
C 9.1201 7.3160 5.4608
H 3.8079 3.9220 0.0088
H 4.6103 2.4898 -0.5838
H 5.2185 4.1729 -0.9412
H 7.1384 3.7143 -0.0184
H 7.0456 2.1544 0.9130
H 7.2590 3.4214 2.9577
H 6.8908 4.9057 2.2642
H 9.2820 3.9784 0.8494
H 10.5877 5.1824 2.5019
H 9.7016 4.0752 3.5363
H 7.9732 6.0295 3.5820
H 9.1588 7.0770 2.8015
H 8.1031 7.0319 5.7309
H 9.1696 8.3303 5.0647
H 9.7076 7.4435 6.3701
C -5.6988 5.4000 -3.5910
C -5.6273 4.4426 -2.2976
C -7.0005 4.3727 -1.5678
O -7.3190 5.7384 -1.2745
C -8.6700 5.9477 -0.9662
N -5.1124 3.1789 -2.7111
H -6.3018 4.8719 -4.3296
H -4.7245 5.7924 -3.8823
H -6.2515 6.3108 -3.3602
H -4.8105 4.8156 -1.6796
H -6.9516 3.8208 -0.6291
H -7.8209 4.0239 -2.1950
H -8.8884 5.2815 -0.1316
H -9.3657 5.8125 -1.7944
H -8.8191 6.9429 -0.5474
H -4.1805 3.4173 -3.0191
H -5.1893 2.3997 -2.0731
C -3.8798 -2.7777 -3.4560
C -2.8622 -1.6032 -3.5003
C -2.5779 -1.1032 -4.9255
O -1.9098 0.1230 -4.7604
C -1.3762 0.7646 -5.9445
N -3.2624 -0.5039 -2.6379
H -3.8091 -3.2120 -2.4588
H -3.5868 -3.5595 -4.1567
H -4.8423 -2.3449 -3.7287
H -1.9822 -1.8773 -2.9184
H -3.5345 -0.8555 -5.3856
H -2.1090 -1.8573 -5.5576
H -0.5317 1.3034 -5.5147
H -2.2454 1.3240 -6.2906
H -0.9991 0.0941 -6.7167
H -2.6089 0.1894 -2.9729
H -4.0603 -0.0906 -3.0992
C -5.8627 1.3326 -6.3993
C -6.6940 0.3726 -5.4301
C -6.8268 -1.1179 -5.9328
O -7.6800 -2.0314 -5.3336
C -7.2737 -3.4308 -5.2628
N -6.0081 0.3682 -4.1958
H -5.8187 2.2944 -5.8883
H -6.3917 1.6074 -7.3119
H -4.8663 0.9672 -6.6477
H -7.7447 0.6435 -5.3263
H -5.8145 -1.5220 -5.9266
H -7.0373 -0.9690 -6.9919
H -7.1975 -3.9786 -6.2021
H -7.9802 -3.9971 -4.6559
H -6.3466 -3.4972 -4.6934
H -5.8240 1.3033 -3.8615
H -6.6340 -0.0897 -3.5488
C 3.3787 -2.5374 -6.2290
C 1.9300 -3.1161 -6.3103
C 1.1459 -3.0173 -4.9657
O -0.2326 -3.4573 -5.0424
C -0.4766 -4.4533 -4.2303
N 1.2493 -2.4643 -7.4008
H 3.7894 -2.5231 -5.2194
H 3.4319 -1.4780 -6.4799
H 4.0054 -2.9468 -7.0213
H 2.0959 -4.1682 -6.5417
H 1.1727 -2.0142 -4.5401
H 1.7226 -3.6729 -4.3133
H -0.0548 -5.3968 -4.5768
H -1.5553 -4.6088 -4.2501
H -0.3120 -4.1481 -3.1969
H 0.7208 -3.0774 -8.0049
H 0.4909 -1.8526 -7.1351
C -6.7659 -2.9410 -1.3644
C -6.1404 -1.4595 -0.9674
C -7.2048 -0.5286 -0.3299
O -8.4910 -0.5010 -0.9971
C -9.5082 0.0957 -0.1735
N -4.9462 -1.5872 -0.2303
H -7.2376 -3.4482 -0.5227
H -6.1799 -3.7028 -1.8784
H -7.7115 -2.8431 -1.8976
H -5.7519 -1.1430 -1.9353
H -6.7615 0.4647 -0.2599
H -7.3065 -0.8704 0.7001
H -10.5578 0.0103 -0.4549
H -9.3941 1.1789 -0.1311
H -9.5065 -0.2878 0.8467
H -5.0887 -1.6858 0.7647
H -4.8309 -2.5888 -0.2902
```

The multiplicity is 4. The largest force on an atom is 7.5 eV Å⁻¹. The value obtained for the HOMO energy (spin up / spin down) is -7.74 / -7.74 eV. As for the charge: 0.